No. 1
25
Properties=species:S:1:pos:R:3:nbo_charge:R:1 method="wB97M-V/def2-TZVPD" charge=+1 fmax_ev_per_a=6.12 homo_ev=-11.42 relative_energy_kcal_mol=79.8 energy_ev=-13891.1647 homo_lumo_gap_ev=8.0 lumo_ev=-3.42
C 0.888 3.345 -1.049 -0.469
C -1.088 2.106 -0.276 0.733
N -0.458 3.219 -0.816 -0.545
N -0.279 1.281 0.445 -0.932
N -2.424 2.127 -0.580 -0.761
H -1.051 4.014 -1.314 0.421
H 0.285 1.611 1.189 0.428
H 0.261 0.365 0.016 0.473
H -2.907 3.037 -0.592 0.434
H -2.887 1.316 -0.334 0.416
H 1.698 3.530 -0.358 0.233
H 1.161 4.180 -1.802 0.245
H 1.265 2.503 -1.667 0.220
C -1.217 -2.466 -0.623 -0.661
C 0.567 -3.269 0.825 -0.086
C 0.040 -2.177 0.086 0.111
C 1.833 -1.493 0.893 0.186
N 1.551 -2.647 1.560 -0.505
N 0.958 -1.189 -0.023 -0.504
H 0.408 -4.320 0.970 0.235
H 2.250 -3.299 1.947 0.429
H -1.122 -3.041 -1.484 0.237
H -1.847 -1.805 -1.038 0.221
H 2.767 -0.916 1.136 0.210
H -1.863 -2.993 0.092 0.231

---

No. 2
60
Properties=species:S:1:pos:R:3:nbo_charge:R:1 method="wB97M-V/def2-TZVPD" charge=0 fmax_ev_per_a=6.65 homo_ev=-10.91 relative_energy_kcal_mol=159.1 energy_ev=-82024.1007 homo_lumo_gap_ev=9.4 lumo_ev=-1.54
Ca 14.365 -18.344 -16.556 1.954
B 13.341 -21.609 -16.176 1.300
F 14.650 -21.384 -15.887 -0.577
F 13.130 -21.058 -17.456 -0.599
F 12.947 -22.822 -16.053 -0.514
F 12.595 -20.769 -15.321 -0.590
B 14.186 -16.397 -13.327 1.301
F 15.316 -15.626 -13.373 -0.567
F 13.449 -16.067 -14.427 -0.592
F 14.641 -17.669 -13.504 -0.589
F 13.415 -16.249 -12.253 -0.535
C 17.776 -19.504 -23.161 -0.099
C 18.675 -18.481 -22.463 -0.103
O 18.195 -18.396 -21.158 -0.467
C 16.957 -18.920 -21.132 0.975
O 16.251 -18.916 -20.154 -0.605
O 16.583 -19.478 -22.323 -0.478
H 18.280 -20.466 -23.064 0.186
H 17.589 -19.272 -24.209 0.210
H 18.435 -17.479 -22.819 0.174
H 19.711 -18.680 -22.737 0.210
C 22.740 -16.010 -15.380 -0.637
C 21.225 -15.793 -15.122 0.063
C 20.570 -14.872 -16.185 -0.099
O 19.439 -15.651 -16.659 -0.459
C 19.418 -16.754 -15.956 0.972
O 18.535 -17.635 -16.123 -0.637
O 20.534 -16.983 -15.302 -0.463
H 23.458 -15.241 -15.096 0.231
H 22.931 -16.110 -16.449 0.212
H 23.052 -16.938 -14.902 0.237
H 20.890 -15.440 -14.147 0.195
H 21.260 -14.802 -17.026 0.182
H 20.360 -13.862 -15.834 0.207
C 15.202 -13.369 -23.278 -0.621
C 15.606 -12.934 -21.816 0.075
C 14.793 -12.014 -20.880 -0.102
O 14.542 -12.672 -19.717 -0.448
C 14.950 -13.928 -19.877 0.974
O 14.668 -14.858 -19.071 -0.618
O 15.613 -14.120 -21.083 -0.482
H 15.302 -12.489 -23.913 0.214
H 14.241 -13.877 -23.354 0.220
H 15.945 -14.065 -23.669 0.224
H 16.626 -12.600 -22.004 0.176
H 13.843 -11.821 -21.381 0.189
H 15.331 -11.091 -20.663 0.202
C 6.195 -18.007 -19.757 -0.634
C 7.273 -17.009 -19.280 0.069
C 7.062 -16.513 -17.862 -0.087
O 8.243 -16.764 -17.239 -0.473
C 9.171 -17.189 -18.124 0.974
O 10.285 -17.486 -17.817 -0.599
O 8.633 -17.420 -19.295 -0.469
H 6.056 -18.881 -19.121 0.222
H 6.463 -18.297 -20.772 0.227
H 5.202 -17.557 -19.743 0.225
H 7.240 -16.137 -19.934 0.177
H 6.274 -17.118 -17.414 0.183
H 6.819 -15.451 -17.820 0.187

---

No. 3
148
Properties=species:S:1:pos:R:3:mulliken_charge:R:1 method="wB97M-V/def2-TZVPD" charge=-1 fmax_ev_per_a=0.86 homo_ev=-4.53 relative_energy_kcal_mol=63.4 energy_ev=-306092.6098 homo_lumo_gap_ev=6.2 lumo_ev=1.65
Rb 0.547 0.191 0.639 -0.368
C 1.309 -4.686 -4.488 -1.075
C -0.129 -4.598 -3.984 -0.519
N -0.520 -3.264 -3.584 0.225
C -0.070 -2.651 -2.441 -0.691
S -0.403 -0.969 -2.329 -0.426
N 0.542 -3.470 -1.604 -0.606
N 1.003 -2.913 -0.453 1.164
C 1.727 -3.697 0.270 0.165
C 2.032 -5.128 -0.095 -1.785
C 2.347 -3.154 1.499 0.538
C 2.944 -4.010 2.435 -0.730
C 3.586 -3.473 3.537 -1.035
C 3.617 -2.097 3.696 -0.730
C 2.984 -1.319 2.734 -0.306
N 2.367 -1.827 1.670 1.102
H 1.561 -5.712 -4.769 0.367
H 1.992 -4.361 -3.704 0.044
H 1.453 -4.045 -5.361 0.361
H -0.263 -5.263 -3.131 0.254
H -0.823 -4.920 -4.766 0.546
H -0.856 -2.623 -4.283 0.295
H 1.818 -5.281 -1.149 0.264
H 1.408 -5.824 0.475 0.272
H 3.076 -5.374 0.106 0.467
H 2.903 -5.081 2.298 0.536
H 4.058 -4.126 4.263 0.348
H 4.119 -1.628 4.532 0.513
H 2.979 -0.232 2.816 -0.041
C 4.458 -2.027 -1.559 -1.218
As 3.288 -0.468 -1.295 1.213
C 4.618 0.659 -0.370 -1.369
C 3.206 0.121 -3.208 -2.756
C 3.678 1.498 -3.717 3.395
C 5.211 1.503 -3.741 -1.748
C 3.149 2.660 -2.855 -2.212
As 1.422 2.398 -1.916 1.181
C 0.135 2.583 -3.387 -1.166
C 1.320 4.244 -1.252 -1.188
C 3.145 1.615 -5.161 -1.527
As 3.560 3.086 -6.442 0.239
C 2.025 4.270 -6.110 -1.035
C 4.881 4.283 -5.603 -1.133
H 5.388 -1.767 -2.069 0.444
H 3.914 -2.772 -2.142 0.052
H 4.685 -2.457 -0.582 0.379
H 5.605 0.705 -0.828 0.470
H 4.716 0.209 0.620 0.414
H 4.220 1.662 -0.216 0.192
H 2.137 0.003 -3.420 0.357
H 3.720 -0.652 -3.789 0.754
H 5.607 1.224 -2.766 0.254
H 5.615 2.480 -3.997 0.357
H 5.578 0.777 -4.472 0.350
H 3.079 3.573 -3.449 0.234
H 3.851 2.868 -2.044 0.473
H 0.387 3.392 -4.072 0.205
H -0.843 2.781 -2.943 0.439
H 0.062 1.634 -3.918 0.189
H 1.487 4.980 -2.040 0.588
H 2.059 4.357 -0.458 0.344
H 0.335 4.403 -0.810 0.029
H 2.051 1.596 -5.145 0.256
H 3.450 0.713 -5.699 0.625
H 1.100 3.732 -6.315 0.315
H 2.090 5.117 -6.794 0.469
H 2.002 4.644 -5.086 0.191
H 5.886 3.875 -5.700 0.318
H 4.673 4.498 -4.557 0.319
H 4.836 5.214 -6.170 0.400
C -3.877 -2.366 -3.888 -0.625
Si -4.458 -3.463 -2.491 -0.013
C -3.131 -4.612 -1.852 -0.357
C -5.897 -4.513 -3.110 -1.063
C -5.094 -2.391 -1.087 -0.106
Te -3.601 -1.052 -0.304 0.117
C -4.555 -0.866 1.618 -0.329
Si -4.358 -2.318 2.793 0.391
C -5.905 -3.392 2.764 -1.150
C -4.175 -1.609 4.525 -0.779
C -2.890 -3.403 2.388 -0.066
H -3.549 -2.960 -4.745 0.291
H -3.035 -1.738 -3.579 0.050
H -4.697 -1.721 -4.218 0.348
H -2.806 -5.298 -2.639 0.282
H -3.530 -5.216 -1.030 0.445
H -2.249 -4.081 -1.492 -0.179
H -5.580 -5.146 -3.942 0.278
H -6.725 -3.892 -3.460 0.305
H -6.277 -5.167 -2.321 0.277
H -5.412 -3.033 -0.263 -0.475
H -5.957 -1.801 -1.399 0.526
H -5.606 -0.613 1.466 0.686
H -4.076 0.013 2.056 -0.483
H -6.804 -2.818 2.999 0.320
H -5.818 -4.195 3.501 0.304
H -6.052 -3.861 1.788 0.268
H -5.020 -0.962 4.773 0.328
H -3.265 -1.005 4.604 0.024
H -4.115 -2.394 5.282 0.287
H -3.066 -3.984 1.480 0.206
H -2.731 -4.105 3.215 0.322
H -1.976 -2.827 2.233 -0.380
C 1.643 5.311 3.553 -1.575
C 0.464 5.105 2.618 0.949
S -0.915 6.076 3.143 1.423
O -1.378 5.603 4.427 -0.653
O -0.605 7.478 2.983 -0.745
C -2.213 5.714 1.942 -0.661
C -3.241 4.702 2.420 -1.221
N -2.784 3.318 2.360 0.135
C -2.542 2.616 1.221 0.518
N -2.069 1.412 1.475 0.600
C -1.968 1.318 2.825 -0.091
C -2.394 2.481 3.391 0.262
N -2.604 2.697 4.783 1.216
O -1.977 1.976 5.544 -0.688
O -3.426 3.521 5.138 -0.704
C -2.783 3.132 -0.152 -1.508
H 2.456 4.669 3.216 0.332
H 1.379 5.015 4.567 0.315
H 1.972 6.350 3.555 0.501
H 0.158 4.055 2.613 -0.558
H 0.688 5.411 1.595 0.112
H -1.726 5.416 1.013 0.108
H -2.694 6.678 1.773 0.531
H -4.137 4.784 1.804 0.525
H -3.517 4.908 3.449 0.501
H -1.617 0.420 3.297 -0.516
H -3.637 3.809 -0.193 0.499
H -2.976 2.276 -0.799 0.164
H -1.906 3.657 -0.537 0.030
N -0.297 -0.819 5.372 0.161
C -0.205 -1.648 4.315 0.199
O -0.342 -1.284 3.159 0.603
C 0.181 -3.089 4.578 -1.370
I -0.849 -4.028 6.198 0.034
H -0.510 0.159 5.225 -0.093
H -0.293 -1.175 6.311 0.124
H 1.238 -3.146 4.823 0.626
H -0.025 -3.666 3.685 0.202
C 1.811 1.848 4.888 -0.906
O 1.202 2.175 3.662 0.797
C 2.144 2.084 2.525 -1.966
O 1.586 2.502 1.523 0.831
H 1.060 1.949 5.675 0.284
H 2.644 2.519 5.121 0.332
H 2.194 0.821 4.896 0.049

---

No. 4
13
Properties=species:S:1:pos:R:3:nbo_charge:R:1 method="wB97M-V/def2-TZVPD" charge=0 fmax_ev_per_a=3.42 homo_ev="-8.85 / -9.29" relative_energy_kcal_mol=76.5 energy_ev=-14015.4528 homo_lumo_gap_ev="8.8 / 8.2" lumo_ev="-0.07 / -1.13"
C -0.662 0.059 -0.566 0.151
C -0.460 -1.368 -0.056 -0.651
C -1.133 1.074 0.505 -0.666
N -0.139 0.413 -1.627 -0.216
P 3.194 0.240 -0.077 0.135
H -1.448 -1.669 0.238 0.221
H 0.047 -1.310 0.919 0.228
H -0.122 -1.953 -0.831 0.234
H -0.964 0.468 1.464 0.219
H -2.218 1.283 0.413 0.233
H -0.663 2.097 0.433 0.245
H 2.101 -0.545 -0.164 -0.076
H 2.467 1.212 -0.653 -0.058

---

No. 5
61
Properties=species:S:1:pos:R:3:nbo_charge:R:1 method="wB97M-V/def2-TZVPD" charge=0 fmax_ev_per_a=4.09 homo_ev=-7.31 relative_energy_kcal_mol=53.9 energy_ev=-75821.9688 homo_lumo_gap_ev=7.3 lumo_ev=-0.04
Ir -0.361 -0.372 -0.248 0.735
O -2.123 0.868 -0.025 -0.808
C -2.592 1.449 1.059 0.419
C -3.984 1.593 1.205 -0.274
C -4.524 2.331 2.234 -0.162
C -3.699 2.962 3.172 -0.280
C -2.340 2.783 3.077 -0.128
C -1.769 2.009 2.056 -0.232
C -0.349 1.798 2.087 0.201
N 0.320 1.074 1.272 -0.406
N 1.684 0.977 1.515 -0.362
C 2.262 0.294 0.601 0.543
O 1.671 -0.159 -0.495 -0.719
C 3.718 0.018 0.742 -0.127
C 4.403 0.344 1.909 -0.160
C 5.754 0.064 2.021 -0.213
C 6.436 -0.544 0.973 -0.201
C 5.758 -0.872 -0.191 -0.237
C 4.403 -0.595 -0.304 -0.139
H -4.603 1.088 0.475 0.215
H -5.600 2.419 2.322 0.209
H -4.125 3.566 3.961 0.212
H -1.679 3.240 3.807 0.204
H 0.218 2.275 2.888 0.191
H 3.859 0.807 2.721 0.238
H 6.281 0.319 2.932 0.216
H 7.490 -0.771 1.069 0.214
H 6.284 -1.342 -1.013 0.212
H 3.860 -0.847 -1.205 0.205
C 1.687 -3.252 -0.760 -0.982
P 0.219 -2.346 -1.280 1.301
C -1.033 -3.624 -1.562 -0.976
C 0.655 -1.859 -2.979 -0.761
C -0.419 -0.931 -3.488 -0.749
P -0.545 0.473 -2.334 1.335
C -2.148 1.180 -2.745 -0.967
C 0.677 1.644 -2.960 -0.979
H 2.537 -2.574 -0.725 0.263
H 1.870 -4.064 -1.463 0.237
H 1.526 -3.652 0.241 0.273
H -0.697 -4.299 -2.350 0.226
H -1.979 -3.156 -1.828 0.260
H -1.199 -4.178 -0.639 0.273
H 0.782 -2.732 -3.623 0.240
H 1.617 -1.341 -2.918 0.241
H -1.399 -1.417 -3.488 0.241
H -0.214 -0.591 -4.506 0.239
H -2.263 1.251 -3.827 0.232
H -2.235 2.164 -2.286 0.265
H -2.924 0.550 -2.313 0.279
H 0.468 1.859 -4.008 0.241
H 1.679 1.230 -2.844 0.261
H 0.622 2.562 -2.375 0.260
F -3.428 -3.446 2.749 -0.307
C -2.114 -3.501 2.547 0.706
F -1.860 -4.543 1.732 -0.332
F -1.511 -3.736 3.713 -0.313
S -1.537 -1.937 1.784 2.301
O -1.996 -0.922 2.682 -0.933
O -2.202 -2.024 0.485 -0.976
O -0.069 -2.059 1.652 -0.969

---

No. 6
11
Properties=species:S:1:pos:R:3:nbo_charge:R:1 method="wB97M-V/def2-TZVPD" charge=0 fmax_ev_per_a=0.69 homo_ev="-8.77 / -8.77" relative_energy_kcal_mol=102.3 energy_ev=-9236.0531 homo_lumo_gap_ev="8.1 / 8.1" lumo_ev="-0.71 / -0.71"
N 2.787 -0.445 0.497 -0.608
C 1.667 -0.524 0.020 0.478
C 0.453 -0.402 -0.488 -0.483
C -0.727 -0.371 0.372 -0.106
C -1.742 0.512 0.297 -0.164
N -1.776 1.684 -0.511 0.099
O -1.002 1.695 -1.450 -0.315
H 3.315 -1.303 0.631 0.389
H 0.369 -0.218 -1.551 0.285
H -0.783 -1.104 1.177 0.219
H -2.563 0.477 1.006 0.207